<one>
12
Properties=species:S:1:pos:R:3 method="wB97M-V/def2-TZVPD" homo_energy_ev=-9.8 smiles="C#[N+][O-].NNC=O" lumo_energy_ev=0.94
C -0.644 -1.030 0.189
C 2.034 -0.844 0.480
N -1.137 1.378 0.221
N -0.979 0.142 -0.490
N 1.938 0.162 -0.041
O -0.615 -2.140 -0.374
O 1.805 1.300 -0.416
H -0.460 -0.802 1.164
H 2.339 -1.808 0.857
H -2.181 1.482 0.265
H -0.695 2.029 -0.371
H -1.406 0.131 -1.481

---

<two>
12
Properties=species:S:1:pos:R:3 method="wB97M-V/def2-TZVPD" homo_energy_ev=-10.0 smiles="NNC(=O)NC=O" lumo_energy_ev=0.48
C 0.151 0.809 -0.034
C -2.210 0.264 -0.073
H 1.943 -1.625 -0.754
H 2.032 -1.251 0.924
H 2.112 0.916 -0.050
H -0.609 -1.085 0.273
H -2.307 1.395 -0.107
N 1.512 -1.091 0.033
N 1.375 0.292 -0.255
N -0.887 -0.120 0.057
O 0.001 2.029 0.057
O -3.112 -0.531 -0.070

---

<three>
12
Properties=species:S:1:pos:R:3 method="wB97M-V/def2-TZVPD" homo_energy_ev=-9.4 lumo_energy_ev=0.77
C -0.343 -0.848 0.011
C 0.948 1.971 1.368
H -0.566 0.476 -2.373
H -0.850 -2.084 -1.391
H -0.764 -2.481 0.814
H 1.468 2.329 2.222
H 0.371 2.618 0.716
N -0.826 -1.074 -1.289
N -0.397 -1.585 1.039
N 0.932 0.699 1.144
O -0.126 -0.464 -2.293
O 0.152 0.442 0.031

---

In terms of stability, <two> leads; the second structure lies 394.5 kJ/mol higher.

---

<one>
19
Properties=species:S:1:pos:R:3 method="wB97M-V/def2-TZVPD" homo_energy_ev=-3.7 charge=-1 lumo_energy_ev=3.73
C -1.320 -0.498 1.103
O -1.725 0.508 1.946
C -0.181 -0.012 0.190
C 0.400 -1.177 -0.698
C 1.865 -0.840 -1.087
N 2.039 0.447 -1.803
H -1.069 -1.467 1.524
H -2.087 -0.974 0.421
H -0.328 0.945 -0.321
H 0.693 0.142 0.842
H 0.444 -2.198 -0.281
H -0.142 -1.182 -1.667
H 2.208 -1.621 -1.797
H 2.511 -0.890 -0.201
H 1.148 0.940 -1.710
H 2.532 1.038 -1.128
H -1.745 2.720 1.635
H -2.542 1.482 1.495
O -2.700 2.636 1.538

---

<two>
19
Properties=species:S:1:pos:R:3 method="wB97M-V/def2-TZVPD" homo_energy_ev=-2.9 charge=-1 lumo_energy_ev=3.99
C -1.122 -0.188 -1.540
C 0.262 0.439 -1.115
C 1.567 -0.408 -1.395
N 0.250 0.699 0.332
C 0.431 -0.420 1.399
O 1.604 -1.020 1.099
H -1.288 -1.057 -0.960
H -1.067 -0.668 -2.575
H -1.820 0.727 -1.715
H 0.527 1.423 -1.666
H 2.290 0.228 -1.930
H 1.481 -1.359 -2.015
H 2.081 -0.790 -0.449
H 0.706 1.588 0.561
H -0.520 -0.890 1.180
H 0.310 0.243 2.299
H -2.494 1.050 0.375
H -1.462 0.509 1.211
O -2.519 0.715 1.308

---

<three>
19
Properties=species:S:1:pos:R:3 method="wB97M-V/def2-TZVPD" homo_energy_ev=-2.6 charge=-1 lumo_energy_ev=3.80
C -1.173 -0.134 -1.917
O -0.689 0.792 -2.764
C -0.570 0.008 -0.480
C -0.645 -1.261 0.363
C 0.053 -1.125 1.731
N 0.817 0.481 -0.550
H -2.268 -0.057 -1.763
H -0.937 -1.162 -2.305
H -1.164 0.806 -0.012
H -1.690 -1.555 0.527
H -0.159 -2.044 -0.238
H -0.169 -0.139 2.122
H 1.119 -1.277 1.665
H -0.386 -1.836 2.434
H 1.246 -0.030 -1.322
H 0.704 1.391 -1.003
H 1.682 2.128 0.487
H 2.270 2.231 1.876
O 1.961 2.785 1.148

---

<four>
19
Properties=species:S:1:pos:R:3 method="wB97M-V/def2-TZVPD" homo_energy_ev=-3.6 charge=-1 lumo_energy_ev=4.32
C 1.575 0.137 -0.930
O 0.404 -0.293 -1.548
C 1.324 0.417 0.551
C -0.064 1.140 0.690
C -1.227 0.276 1.039
N -2.218 0.499 -0.122
H 1.797 1.130 -1.494
H 2.552 -0.414 -0.959
H 2.155 1.130 0.951
H 1.396 -0.499 1.098
H -0.205 1.735 -0.266
H 0.071 1.752 1.668
H -1.204 -0.859 1.128
H -1.702 0.461 1.976
H -1.487 0.501 -0.803
H -2.620 -0.490 -0.095
H 0.133 -1.548 -0.894
H -0.432 -2.665 -1.457
O -0.248 -2.412 -0.533

---

In terms of stability, <three> leads; the second structure lies 64.6 kJ/mol higher.

---

<one>
19
Properties=species:S:1:pos:R:3 method="wB97M-V/def2-TZVPD" homo_energy_ev=-2.5 charge=-1 lumo_energy_ev=3.55
C -1.118 -0.468 -1.563
C -1.210 -0.439 -0.038
N -0.464 0.576 0.668
C 0.947 0.753 0.386
C 1.331 2.211 0.755
O 0.551 3.090 0.119
H -1.382 -1.439 -1.989
H -0.077 -0.320 -1.849
H -1.658 0.360 -2.016
H -2.272 -0.269 0.177
H -1.089 -1.373 0.510
H -0.903 1.490 0.583
H 1.195 0.537 -0.665
H 1.529 -0.016 0.934
H 1.261 2.235 1.877
H 2.426 2.276 0.543
H 0.222 -3.266 1.285
H 0.494 -2.548 -0.049
O 0.217 -3.389 0.333

---

<two>
19
Properties=species:S:1:pos:R:3 method="wB97M-V/def2-TZVPD" homo_energy_ev=-2.9 charge=-1 lumo_energy_ev=3.75
C -1.058 -2.437 0.325
N -0.605 -1.190 0.996
C -1.661 -0.673 1.814
C -0.222 -0.278 -0.141
C 1.186 0.327 0.304
O 1.675 0.864 -0.873
H -0.288 -2.691 -0.400
H -2.093 -2.170 -0.137
H -1.307 -3.362 0.980
H -1.259 0.235 2.313
H -1.806 -1.367 2.758
H -2.598 -0.419 1.245
H -0.082 -1.008 -1.034
H -0.998 0.391 -0.418
H 1.806 -0.506 0.764
H 0.785 1.236 1.000
H 0.778 2.688 -2.945
H 1.215 2.274 -1.473
O 0.902 3.061 -2.057

---

In terms of stability, <one> leads; the second structure lies 78.9 kJ/mol higher.